Computed, not measured: an isolated molecule of C10H15N2OPS at a distorted geometry, with ωB97M-V/def2-TZVPD.

## Properties
LUMO energy (alpha / beta)   0.87 / -2.55 eV
Gap between HOMO and LUMO (alpha / beta)   6.15 / 6.16 eV
HOMO level (alpha / beta)   -5.2783 / -8.7108 eV
Charge   0
Spin multiplicity   3
Expectation value of S²   2.03

Each line ends with the Löwdin charge.
Element x y z (Å)
1 S 2.033 -2.431 0.081  0.2366
2 P 2.349 -0.645 0.622  0.2201
3 O 1.194 0.454 0.555  -0.3309
4 N 3.734 0.122 -0.040  -0.3860
5 N -1.993 0.355 0.209  0.1502
6 C -4.890 -1.777 0.874  -0.1005
7 C -3.605 -1.306 0.938  -0.0154
8 C -5.879 -1.003 0.377  -0.1002
9 C -3.255 -0.150 0.270  -0.2702
10 C -5.576 0.177 -0.262  -0.0730
11 C -4.281 0.641 -0.274  0.0089
12 C 0.235 0.799 -0.449  -0.2125
13 C -0.999 -0.074 -0.381  -0.1973
14 C 3.973 1.516 0.329  -0.1210
15 C 4.861 -0.675 -0.518  -0.1483
16 H 5.764 -0.257 -0.194  0.0509
17 H -5.109 -2.767 1.467  0.1517
18 H -6.352 0.801 -0.534  0.0845
19 H 4.862 -1.734 -0.434  0.0377
20 H 2.764 -0.581 1.961  0.0202
21 H -2.856 -2.036 1.091  0.1129
22 H 4.097 1.569 1.348  0.0412
23 H 3.229 2.288 0.112  0.0776
24 H 0.702 0.793 -1.399  0.0978
25 H -3.982 1.626 -0.617  0.1200
26 H 4.937 -0.591 -1.646  0.0959
27 H -6.922 -1.418 0.319  0.1293
28 H 0.087 1.827 -0.363  0.0952
29 H -0.943 -1.006 -0.958  0.1272
30 H 4.876 1.873 -0.215  0.0976